Here is C17H13Cl3N5O7RuSe4 as an isolated structure in a non-equilibrium geometry from OMol25. Energies are from ωB97M-V/def2-TZVPD.

```
50
Properties=species:S:1:pos:R:3:forces:R:3
Ru -0.473 2.128 -0.562 -0.4 0.3 -0.4
Se -0.236 3.997 -3.906 -0.3 -1.4 -1.5
Se -0.077 5.476 -2.363 0.0 1.5 1.6
Se -0.659 4.535 -0.392 0.4 -0.3 0.0
Se -0.883 2.049 -2.944 0.3 0.0 0.3
Cl -5.422 1.298 1.597 0.0 0.0 0.0
Cl -5.437 0.071 -1.040 0.0 0.0 0.0
Cl -5.884 2.938 -0.761 0.0 0.0 0.0
O -0.464 0.072 -0.807 -0.1 0.2 0.2
O 1.012 -0.473 0.797 0.1 0.0 -0.1
O 0.792 -6.743 -0.260 0.0 -0.1 0.0
O -3.718 -5.236 -1.064 0.0 -0.1 0.0
O -0.527 1.925 1.571 0.0 -0.2 -0.1
O 2.349 -5.302 0.109 0.1 0.0 0.0
O -4.145 -3.126 -1.074 0.0 0.1 0.0
N 1.202 -5.613 -0.125 0.0 0.0 0.0
N 1.662 2.070 -0.739 0.0 -0.1 0.0
N -3.396 -4.076 -0.964 0.0 0.0 0.1
N 1.543 2.021 2.448 0.0 -0.1 0.0
N -2.481 1.924 -0.324 -0.1 0.1 -0.2
C 3.885 2.192 0.132 0.0 0.0 0.0
C -1.587 -2.467 -0.542 0.0 0.0 -0.1
C -5.046 1.521 -0.114 -0.1 -0.1 0.0
C -0.056 0.492 3.426 0.0 0.0 0.0
C -3.605 1.752 -0.240 0.1 0.0 0.1
C 4.401 1.556 -0.982 0.0 0.0 0.0
C 2.523 2.425 0.236 -0.1 0.0 0.0
C 0.653 -3.214 -0.093 0.0 0.0 0.1
C 1.996 3.032 1.511 0.0 -0.1 0.0
C 0.162 -0.752 -0.039 0.1 -0.1 0.0
C 3.518 1.171 -1.973 0.0 0.0 0.0
C 0.220 -4.516 -0.261 0.0 0.0 0.0
C 0.314 1.507 2.391 0.0 0.1 0.1
C -1.094 -4.840 -0.543 0.0 0.0 0.0
C -1.977 -3.786 -0.672 0.1 0.0 0.0
C -0.263 -2.183 -0.244 0.0 0.0 0.0
C 2.176 1.448 -1.811 0.0 0.0 0.0
H 0.662 -0.327 3.407 0.0 0.0 0.0
H 1.473 1.144 -2.571 0.0 0.0 0.0
H -2.309 -1.676 -0.678 0.0 0.0 0.0
H 2.221 1.562 3.035 0.0 0.0 0.0
H 3.850 0.660 -2.865 0.0 0.0 0.0
H -1.410 -5.865 -0.655 0.0 0.0 0.0
H 1.165 3.701 1.312 0.0 0.0 0.0
H -0.048 0.948 4.417 0.0 0.0 0.0
H -1.048 0.108 3.212 0.0 0.0 0.0
H 2.784 3.609 1.990 0.0 0.0 0.0
H 1.685 -3.011 0.152 0.0 0.0 0.0
H 5.461 1.363 -1.069 0.0 0.0 0.0
H 4.534 2.511 0.936 0.0 0.0 0.0
```
Forces are in eV/Å.

As for the HOMO-LUMO gap (alpha / beta): 5.10 / 5.10 eV. As for the LUMO energy (alpha / beta): -0.22510 / -0.22516 Ha. The energy above the lowest of the compared OMol25 structures with the same formula, charge and spin comes out at 95.7 kJ/mol. The value obtained for the calculated total energy is -12536.95291 hartree. The total charge is +1. The molecular weight comes out at 922.59 g/mol. The calculation puts the HOMO energy (alpha / beta) at -11.2 / -11.2 eV.

Here is the molecule C4H9NS in a non-equilibrium geometry from OMol25. Energies are from ωB97M-V/def2-TZVPD.

```
15
Properties=species:S:1:pos:R:3:forces:R:3
S -0.114 2.280 -1.515 0.6 -2.6 2.4
N 0.910 -1.675 0.726 2.3 -0.1 -3.0
C -0.363 -0.918 0.964 1.0 -1.1 -7.2
C -0.471 0.423 0.189 -2.5 0.3 0.8
C -0.824 0.488 -1.320 0.6 -0.6 -2.7
C 0.673 1.429 0.169 1.6 0.4 0.2
H -0.292 -0.247 -1.993 0.5 0.9 0.9
H -0.249 -0.999 1.921 -0.8 1.3 6.1
H -1.828 0.340 -1.851 0.6 0.7 1.9
H 1.567 0.720 -0.204 -1.4 2.4 0.7
H 0.981 2.137 1.214 -1.1 -2.2 -3.5
H -1.209 -1.532 0.623 0.2 0.1 0.3
H 1.708 -0.863 0.677 -2.2 -3.3 -0.3
H 0.931 -2.418 -0.157 0.1 3.2 2.7
H -1.420 0.835 0.558 0.4 0.6 0.7
```
Forces are in eV/Å.

As for the HOMO-LUMO gap: 9.27 eV. As for the LUMO energy: 0.02081 Ha. The energy above the lowest of the compared OMol25 structures with the same formula, charge and spin comes out at 396.7 kJ/mol. The value obtained for the calculated total energy is -610.60261 hartree. The molecular weight comes out at 103.19 g/mol. The SMILES is NCC1CSC1. The calculation puts the HOMO energy at -8.7 eV.

Here is C49H55MoN11O6P as an isolated structure in a non-equilibrium geometry from OMol25. Energies are from ωB97M-V/def2-TZVPD.

```
123
Properties=species:S:1:pos:R:3:forces:R:3
Mo 0.218 -1.171 0.443 2.5 0.3 0.2
P 3.319 -0.639 -0.644 0.0 0.0 0.1
O 1.477 -8.422 -0.646 0.0 0.2 0.1
O -0.381 -2.432 -0.756 -1.2 -3.4 -2.3
O 2.599 -8.564 1.189 -0.1 0.2 -0.1
O -6.884 9.118 -1.837 -0.1 0.1 0.0
O 0.282 0.419 1.413 -0.3 2.2 1.7
O 1.048 -2.552 1.376 0.9 -2.1 1.2
N 3.970 -1.642 -1.803 -0.4 0.2 0.1
N -6.228 -1.183 1.664 0.2 -0.1 0.0
N -8.332 -0.095 1.782 -0.1 0.1 0.0
N -2.940 4.662 0.001 -0.4 1.8 0.3
N -1.590 -1.729 1.714 -0.6 -0.1 0.3
N 1.755 -0.742 -0.513 0.3 0.0 -0.5
N 3.720 0.919 -1.030 -0.4 -0.2 0.2
N -3.865 4.614 -0.825 0.3 -1.3 -0.2
N -1.173 0.065 -0.565 -1.4 1.1 -0.8
N 1.938 -7.947 0.376 0.0 -0.5 -0.1
N 4.113 -1.120 0.735 0.2 0.1 -0.2
C -4.578 5.786 -1.026 -0.4 1.1 0.1
C -4.709 -3.738 1.338 -0.2 0.0 0.0
C -6.098 8.075 -1.528 0.2 -0.3 0.0
C -0.333 2.752 1.685 0.4 -0.7 0.1
C 4.961 -3.495 -3.763 0.1 0.0 0.2
C 1.682 -6.533 0.646 -0.2 0.5 -0.3
C 5.504 -2.071 -3.649 -0.2 -0.1 -0.1
C 4.429 -1.140 -3.096 0.2 0.0 0.0
C -3.721 -2.825 1.944 0.0 0.1 0.1
C -4.298 6.991 -0.366 0.1 -0.4 -0.1
C -2.872 -1.450 3.707 -0.1 0.0 0.1
C 4.088 -1.229 3.224 0.0 0.0 -0.1
C 2.672 1.788 -1.598 0.1 0.1 -0.2
C 1.940 -4.633 2.075 0.2 -0.2 0.3
C -1.202 3.754 1.256 -0.7 0.3 -0.6
C 4.058 3.853 -1.242 0.0 -0.1 0.0
C -1.759 -1.195 2.929 0.1 0.0 0.0
C -6.384 6.875 -2.187 -0.2 0.2 -0.1
C -6.020 -3.555 1.157 0.2 0.0 0.0
C 0.727 -4.430 -0.047 0.2 0.4 0.5
C -3.040 0.641 -1.937 -0.3 0.5 0.0
C 3.321 2.985 -2.276 0.0 0.0 0.2
C -8.930 -1.252 1.521 0.0 -0.1 0.0
C 1.244 -3.842 1.156 -0.5 0.5 -0.7
C -0.046 -3.685 -0.960 -0.2 1.0 0.3
C -1.279 1.312 -0.001 -0.3 0.1 0.0
C -2.043 -0.232 -1.523 0.6 -0.3 0.1
C -3.143 1.901 -1.382 -0.1 -0.6 -0.3
C 4.598 2.993 -0.086 0.0 0.0 -0.1
C -8.219 -2.423 1.318 0.1 0.0 0.0
C -3.869 -2.270 3.213 0.1 0.0 -0.1
C -2.156 3.565 0.262 0.8 -1.3 0.2
C 3.407 -2.993 -1.867 0.3 -0.1 0.1
C 3.745 -0.424 1.972 0.0 -0.1 0.1
C -2.552 -2.542 1.256 0.0 0.0 0.0
C -0.394 1.515 1.085 -0.2 0.4 -0.1
C -5.637 5.749 -1.941 0.3 -0.1 0.1
C -7.007 -0.127 1.842 0.0 0.0 0.0
C 5.492 -1.865 3.146 0.0 0.1 0.0
C 2.170 -5.966 1.829 0.0 0.3 0.1
C 6.263 -1.354 1.932 -0.1 -0.1 0.0
C -5.045 8.123 -0.610 -0.1 0.2 0.0
C 4.936 1.592 -0.580 0.1 0.0 0.1
C 5.480 -1.683 0.669 0.0 0.0 0.1
C 4.447 -3.970 -2.404 -0.1 0.1 -0.1
C -2.218 2.285 -0.397 0.2 0.2 0.3
C -6.666 10.349 -1.167 0.0 0.1 0.0
C -6.830 -2.349 1.401 -0.2 0.2 0.1
C 0.973 -5.798 -0.268 0.1 -0.4 0.0
H -2.956 -1.003 4.688 0.0 0.0 0.0
H 6.367 -2.060 -2.977 0.0 0.0 0.0
H -0.967 -0.548 3.284 0.0 0.0 0.0
H 5.735 -4.169 -4.132 0.0 0.0 0.0
H 5.408 -2.772 0.578 0.0 0.0 0.0
H -6.583 -4.381 0.737 0.0 0.0 0.0
H -0.461 -4.174 -1.836 0.0 0.1 -0.1
H -5.856 4.824 -2.458 0.0 0.0 0.0
H 5.280 -4.031 -1.699 0.0 0.0 0.0
H 4.878 4.384 -1.726 0.0 0.0 0.0
H 2.288 -4.170 2.988 0.0 0.0 0.0
H 3.597 -1.084 -3.814 0.0 0.0 0.0
H -1.169 4.733 1.715 0.0 0.0 0.0
H 2.519 -3.007 -2.515 0.0 0.1 0.0
H -8.717 -3.358 1.105 0.0 0.0 0.0
H 5.400 1.007 0.217 0.0 0.0 -0.1
H -1.930 -1.207 -1.976 0.0 0.0 0.0
H -7.202 6.867 -2.894 0.0 0.0 0.0
H 0.375 2.939 2.481 0.0 0.0 0.0
H 4.244 0.553 2.033 0.0 0.0 0.0
H -7.432 11.026 -1.532 0.0 0.0 0.0
H 5.404 -2.950 3.054 0.0 0.0 0.0
H 3.334 -2.000 3.380 -0.1 0.0 0.0
H -4.804 9.037 -0.086 0.0 0.0 0.0
H 6.050 -1.665 4.061 0.0 -0.1 0.0
H -10.013 -1.231 1.470 0.0 -0.1 0.0
H 3.379 4.609 -0.843 0.0 0.0 0.0
H 1.989 2.139 -0.813 0.0 -0.1 0.0
H -3.924 2.582 -1.682 0.1 0.0 0.0
H -3.740 0.321 -2.694 0.0 0.0 0.0
H 4.138 -3.508 -4.485 0.0 0.0 0.0
H 0.592 -6.286 -1.155 0.0 0.0 0.0
H 3.846 2.908 0.704 0.0 0.0 0.0
H 7.239 -1.837 1.871 0.0 0.0 0.0
H 4.019 2.626 -3.037 0.0 0.0 0.0
H 6.001 -1.317 -0.216 0.0 0.0 0.0
H 2.084 1.206 -2.307 0.0 0.0 0.0
H -6.507 0.812 2.059 0.0 0.0 0.0
H 6.438 -0.278 2.010 0.0 0.0 0.0
H -5.679 10.759 -1.395 0.0 0.0 0.0
H 2.674 -0.231 1.935 0.0 0.1 0.0
H 5.485 3.453 0.352 0.0 0.0 0.0
H -4.745 -2.495 3.805 -0.1 0.0 0.0
H 5.665 1.662 -1.398 0.0 0.0 0.0
H -4.289 -4.680 0.998 -0.1 -0.1 0.0
H 4.000 -4.963 -2.489 0.0 0.0 0.0
H 4.829 -0.136 -2.959 -0.1 0.0 0.0
H 2.554 3.566 -2.789 0.0 0.0 0.0
H 4.028 -0.546 4.073 0.0 0.0 0.0
H 5.829 -1.707 -4.625 0.0 0.0 0.0
H -6.771 10.236 -0.085 0.0 0.0 0.0
H -3.479 7.008 0.337 0.0 0.1 0.0
H -2.386 -2.978 0.280 0.0 0.0 0.0
H 2.712 -6.579 2.531 0.0 0.0 0.0
H 3.094 -3.280 -0.862 0.0 0.0 0.0
```
Forces are in eV/Å.

As for the HOMO-LUMO gap (alpha / beta): 5.43 / 5.53 eV. As for the LUMO energy (alpha / beta): -0.12967 / -0.12571 Ha. The energy above the lowest of the compared OMol25 structures with the same formula, charge and spin comes out at 104.6 kJ/mol. The value obtained for the calculated total energy is -3363.29021 hartree. The total charge is +1. The molecular weight comes out at 1020.96 g/mol. The calculation puts the HOMO energy (alpha / beta) at -9.0 / -8.9 eV.

Here is an isolated ion of composition C5H6N and charge +1 in a non-equilibrium geometry from OMol25. Energies are from ωB97M-V/def2-TZVPD.

```
12
Properties=species:S:1:pos:R:3:forces:R:3
N 1.256 1.028 -0.012 0.7 0.9 0.5
C -1.218 1.206 0.366 -2.1 1.2 0.2
C -0.033 1.032 -0.316 -1.4 -0.3 -0.5
C -0.651 -0.237 -0.581 0.8 1.0 0.3
C 1.551 -0.209 0.189 2.0 2.0 1.3
C 0.493 -1.086 -0.063 -3.1 -4.7 0.1
H 0.128 -1.932 0.691 1.0 1.9 -1.2
H 0.973 -1.694 -0.838 -0.5 -0.5 -0.5
H -1.556 -0.454 -1.149 0.6 -0.4 0.2
H -2.123 1.449 -0.296 1.3 -0.6 1.3
H 2.547 -0.464 0.518 0.1 -0.3 -0.1
H -1.366 1.362 1.491 0.6 -0.2 -1.7
```
Forces are in eV/Å.

As for the HOMO-LUMO gap: 10.36 eV. As for the LUMO energy: -0.21114 Ha. The energy above the lowest of the compared OMol25 structures with the same formula, charge and spin comes out at 393.2 kJ/mol. The value obtained for the calculated total energy is -248.46592 hartree. The total charge is +1. The molecular weight comes out at 80.11 g/mol. The SMILES is C1=[N+]=C2C[C@@H]2C1. The calculation puts the HOMO energy at -16.1 eV.